{
  "formula": "C21H21BCl3NO",
  "method": "ωB97M-V/def2-TZVPD",
  "elements": ["Cl", "B", "Cl", "Cl", "O", "C", "C", "C", "C", "C", "C", "C", "H", "H", "H", "H", "H", "H", "C", "N", "C", "C", "C", "C", "C", "C", "C", "C", "C", "C", "C", "C", "C", "H", "H", "H", "H", "H", "H", "H", "H", "H", "H", "H", "H", "H", "H", "H"],
  "coordinates": [[4.8156, -2.8207, -1.6766], [3.8863, -1.2447, -1.8713], [4.1296, -0.1428, -0.3275], [4.3578, -0.2860, -3.3954], [2.4238, -1.5839, -1.9386], [1.5269, -0.6714, -1.8099], [0.1298, -1.0005, -1.8720], [-0.8319, 0.0364, -1.9639], [-2.1824, -0.2733, -1.9530], [-2.5954, -1.6089, -1.8488], [-1.6473, -2.6380, -1.7761], [-0.2942, -2.3479, -1.8035], [1.8375, 0.3794, -1.7711], [-0.4754, 1.0658, -2.0312], [-2.9242, 0.5266, -2.0096], [-3.6595, -1.8482, -1.8311], [-1.9659, -3.6789, -1.7016], [0.4641, -3.1286, -1.7407], [-2.3671, 4.6174, 0.6742], [-1.1106, 3.8987, 0.6077], [-0.0051, 4.7251, 0.1686], [-0.9812, 2.5889, 0.9554], [-2.1364, 1.7613, 1.1008], [-2.0005, 0.4296, 1.4081], [-0.7196, -0.1781, 1.5546], [-0.6680, -1.5795, 1.7503], [0.4469, -2.3937, 1.5778], [0.5459, -3.7673, 2.0438], [1.8147, -4.2677, 1.7254], [2.5411, -3.2366, 1.0259], [1.7056, -2.1137, 0.8947], [0.4255, 0.6661, 1.4946], [0.3033, 2.0033, 1.1712], [-3.1331, 4.0438, 1.2020], [-2.2141, 5.5686, 1.2065], [-2.7283, 4.8555, -0.3392], [0.8813, 4.1284, -0.0613], [-0.3045, 5.2758, -0.7363], [0.2492, 5.4691, 0.9414], [-3.1329, 2.1689, 0.9240], [-2.8843, -0.2056, 1.4955], [-1.5954, -2.0754, 2.0488], [-0.2720, -4.2670, 2.5671], [2.1977, -5.2597, 1.9680], [3.5563, -3.3224, 0.6502], [1.9743, -1.1537, 0.4723], [1.4119, 0.2691, 1.7306], [1.2040, 2.6164, 1.0994]],
  "forces_ev_per_a": [[-0.270, 0.392, -0.257], [1.165, 0.467, 0.421], [0.038, -0.188, -0.597], [-0.275, -0.297, 0.358], [-1.931, 1.454, 0.178], [0.931, -1.324, -1.267], [-0.501, -0.169, 0.122], [0.577, -0.310, 0.191], [-0.180, -0.018, -0.064], [0.416, 0.160, -0.035], [-0.108, -0.103, -0.095], [0.240, 0.319, 0.092], [0.064, -0.238, 0.242], [-0.229, -0.205, 0.082], [0.263, -0.286, 0.007], [0.296, 0.072, 0.014], [0.045, 0.338, -0.012], [-0.249, 0.163, 0.056], [-0.057, 0.050, -0.111], [-0.057, 0.408, -0.076], [0.053, 0.142, 0.124], [0.008, -0.705, -0.017], [0.305, 0.385, -0.077], [0.903, -0.398, -0.003], [-0.516, 1.546, -0.207], [1.676, -2.010, 0.041], [-0.905, 0.522, -0.157], [1.013, -1.197, -0.266], [-2.034, 0.448, 0.743], [-1.183, 1.933, -0.445], [1.360, -1.080, 0.840], [-0.644, -0.245, -0.110], [-0.401, 0.178, -0.067], [0.240, 0.269, -0.097], [-0.064, -0.225, -0.097], [-0.039, -0.047, 0.226], [-0.266, 0.206, -0.014], [0.113, -0.150, 0.180], [0.076, -0.168, -0.197], [0.378, -0.185, 0.105], [0.198, 0.195, -0.042], [0.230, 0.133, 0.176], [0.415, 0.024, -0.145], [-0.171, 0.362, -0.075], [-0.295, 0.061, 0.040], [0.030, -0.501, 0.177], [-0.305, 0.083, -0.083], [-0.352, -0.260, 0.200]],
  "relative_energy_kj_mol": 0.00
}


{
  "formula": "C36H41BrFN8O12V",
  "method": "ωB97M-V/def2-TZVPD",
  "elements": ["V", "C", "N", "C", "C", "O", "C", "O", "C", "C", "O", "N", "C", "C", "H", "H", "H", "H", "H", "H", "H", "H", "H", "H", "H", "H", "H", "H", "H", "H", "O", "C", "O", "C", "C", "C", "N", "C", "C", "C", "O", "O", "H", "H", "H", "C", "C", "N", "C", "C", "C", "O", "C", "C", "C", "C", "N", "C", "H", "H", "H", "H", "H", "H", "H", "H", "H", "H", "H", "H", "H", "H", "F", "C", "C", "N", "C", "C", "O", "O", "C", "O", "N", "C", "O", "H", "H", "H", "H", "Br", "C", "C", "C", "C", "C", "N", "H", "H", "H", "H"],
  "coordinates": [[-0.1345, 0.3559, 0.2699], [-2.3977, -3.5548, -2.2770], [-1.6753, -2.8091, -1.2524], [-1.8598, -3.2426, 0.1321], [-0.9523, -1.7620, -1.5234], [-0.3763, -1.0787, -0.6197], [-0.7835, -1.2574, -2.9432], [0.4052, -0.5056, -2.9739], [0.3372, 0.7189, -3.6608], [-0.3393, 1.7901, -2.8010], [-0.7162, 1.5255, -1.6472], [-0.5003, 2.9923, -3.3416], [-1.1327, 4.0674, -2.5789], [-0.1356, 3.3139, -4.7159], [-3.2450, -2.9781, -2.6515], [-2.7684, -4.4740, -1.8348], [-1.7476, -3.8101, -3.1127], [-2.9255, -3.2601, 0.3590], [-1.3610, -2.5538, 0.8065], [-1.4546, -4.2475, 0.2621], [-1.6667, -0.6486, -3.1744], [-0.7151, -2.0824, -3.6534], [-0.1681, 0.6120, -4.6255], [1.3727, 1.0097, -3.8450], [-1.3691, 3.7152, -1.5806], [-2.0531, 4.3846, -3.0690], [-0.4539, 4.9180, -2.5133], [0.7626, 2.7866, -5.0291], [0.0614, 4.3810, -4.7780], [-0.9493, 3.0768, -5.4045], [-6.6328, 2.9435, 1.9394], [-6.3386, 2.4906, 0.8368], [-6.8043, 2.4741, -0.3058], [-4.9191, 1.7198, 0.8560], [-4.7464, 0.5293, 0.1642], [-3.4735, 0.0001, 0.0445], [-2.4028, 0.6039, 0.5534], [-2.5912, 1.7256, 1.2603], [-3.8226, 2.3140, 1.4676], [-1.3139, 2.3647, 1.7283], [-1.2209, 3.2100, 2.5582], [-0.3223, 1.8010, 1.0300], [-5.5911, 0.0530, -0.3146], [-3.3108, -0.9143, -0.5187], [-3.9103, 3.2193, 2.0525], [4.8583, -3.3792, -1.0380], [5.1925, -1.9139, -1.3038], [5.8752, -1.3098, -0.1696], [7.2392, -1.7677, 0.1194], [7.3636, -2.6110, 1.3840], [5.3844, -0.3183, 0.6071], [5.9594, 0.0952, 1.5988], [4.1563, 0.4563, 0.1642], [4.4113, 1.7956, -0.1251], [3.3540, 2.6492, -0.3869], [2.0712, 2.1474, -0.3249], [1.8155, 0.8629, -0.0411], [2.8415, 0.0296, 0.1884], [4.3379, -3.8081, -1.8940], [4.2295, -3.4684, -0.1518], [5.7684, -3.9556, -0.8726], [4.2821, -1.3560, -1.5126], [5.8388, -1.8389, -2.1830], [7.8655, -0.8803, 0.2298], [7.5813, -2.3256, -0.7522], [7.0281, -2.0371, 2.2437], [8.4101, -2.8766, 1.5322], [6.7775, -3.5280, 1.3158], [5.4305, 2.1580, -0.1244], [3.5160, 3.6966, -0.5951], [1.2278, 2.8033, -0.4793], [2.5744, -0.9962, 0.4143], [0.3573, -5.0531, 5.1840], [-0.4122, -4.0407, 4.7709], [0.0290, -2.7795, 4.8589], [-0.6956, -1.7052, 4.4041], [-0.0501, -0.4030, 4.3001], [0.5547, -0.0568, 2.9063], [1.3941, 0.8136, 2.8437], [0.0953, -0.7400, 1.8830], [-1.9474, -1.8785, 3.8446], [-2.6120, -0.9768, 3.3906], [-2.3998, -3.1832, 3.8633], [-1.7070, -4.3526, 4.1899], [-2.1765, -5.4430, 3.9691], [0.9967, -2.5666, 5.2931], [0.7501, -0.3467, 5.0317], [-0.7836, 0.3747, 4.5183], [-3.3471, -3.3164, 3.5402], [1.4247, -3.8099, -2.3082], [1.5855, -4.2942, -0.4679], [1.5465, -5.6356, -0.1283], [1.6941, -5.9476, 1.2151], [1.8706, -4.9205, 2.1301], [1.8778, -3.6146, 1.6689], [1.7322, -3.3010, 0.3793], [1.4215, -6.3958, -0.8853], [1.6817, -6.9785, 1.5418], [2.0085, -5.1359, 3.1800], [2.0076, -2.7760, 2.3433]],
  "forces_ev_per_a": [[-0.340, 0.116, 0.721], [-0.076, -0.058, -0.374], [0.219, 0.391, 0.355], [-0.090, -0.072, 0.347], [-0.451, -0.463, -0.990], [-0.567, -3.350, -1.825], [0.280, 0.217, 0.158], [-0.066, -0.038, -0.164], [-0.022, -0.103, 0.236], [0.093, 0.091, -0.342], [0.249, -0.419, 0.645], [-0.004, 0.040, 0.242], [-0.083, 0.038, 0.096], [-0.031, -0.104, -0.135], [-0.002, 0.005, 0.072], [0.022, 0.010, 0.035], [0.057, -0.026, 0.093], [-0.011, 0.011, -0.026], [0.030, 0.000, 0.054], [0.027, 0.029, -0.098], [-0.044, -0.039, -0.012], [-0.110, -0.026, 0.041], [0.006, 0.060, -0.005], [-0.029, 0.039, -0.069], [-0.028, -0.006, -0.022], [0.012, -0.019, -0.019], [0.003, -0.017, -0.039], [0.001, 0.024, 0.016], [0.025, -0.004, 0.016], [0.006, 0.015, 0.012], [-0.298, 0.209, -0.168], [1.291, -0.797, 0.149], [-0.343, 0.140, 0.063], [-1.208, 0.642, -0.054], [0.426, -0.064, 0.012], [-0.267, -0.188, -0.092], [1.126, 0.021, 0.008], [-0.125, 0.338, 0.115], [0.553, -0.407, -0.050], [-2.808, 0.621, 0.871], [0.695, -0.239, -0.433], [1.007, 2.846, 1.208], [-0.018, 0.072, -0.049], [0.049, 0.022, 0.078], [-0.109, -0.010, 0.017], [0.118, 0.105, -0.050], [-0.036, -0.193, 0.082], [-0.071, 0.101, -0.008], [0.006, -0.024, 0.342], [-0.040, 0.026, -0.139], [0.018, -0.170, -0.178], [-0.003, 0.078, -0.058], [0.142, 0.197, 0.011], [-0.204, -0.040, -0.017], [0.046, -0.134, 0.003], [0.191, 0.188, -0.073], [0.617, 0.135, -0.308], [0.085, -0.246, 0.104], [0.016, -0.018, 0.015], [0.038, -0.021, -0.033], [-0.005, -0.031, 0.000], [-0.010, 0.040, -0.037], [-0.034, 0.068, 0.000], [0.001, -0.020, -0.057], [-0.010, 0.035, -0.029], [0.011, -0.019, 0.036], [-0.010, -0.051, 0.029], [0.010, -0.016, -0.009], [0.009, -0.001, 0.058], [-0.029, 0.002, -0.029], [-0.088, -0.078, 0.027], [0.001, -0.044, 0.003], [-0.072, -0.077, 0.026], [0.327, 0.208, 0.064], [0.053, -0.395, -0.043], [0.195, 0.197, -0.181], [-0.095, 0.009, -0.640], [0.485, -0.078, 1.328], [-0.195, -0.223, 0.089], [-0.273, 0.678, -0.894], [-0.186, 0.083, 0.150], [0.092, 0.186, -0.095], [0.022, -0.182, -0.048], [-0.233, 0.050, -0.210], [0.160, 0.043, 0.130], [0.008, 0.021, -0.018], [0.004, 0.066, 0.024], [0.039, -0.009, 0.015], [-0.048, 0.039, -0.072], [0.079, -0.070, -0.081], [-0.089, 0.037, 0.149], [0.010, -0.052, -0.032], [0.016, 0.052, -0.066], [0.033, 0.008, 0.089], [-0.041, -0.076, 0.010], [-0.044, 0.079, -0.127], [-0.003, -0.015, 0.013], [-0.014, -0.010, -0.013], [-0.042, 0.033, 0.026], [-0.005, -0.018, 0.031]],
  "s2": 0.758,
  "charge": 1,
  "multiplicity": 2,
  "relative_energy_kj_mol": 125.04
}